This record from the Open Molecules 2025 dataset describes a structure of composition C42H41BrN6O3PPbS at a distorted geometry. The level of theory is ωB97M-V with the def2-TZVPD basis set.

Each line ends with the Mulliken charge.
Atoms and positions in Å:
1 Pb 0.189 0.122 0.178  1.590
2 N 2.701 0.907 0.948  -0.424
3 C 3.194 2.200 0.427  -0.491
4 C 2.331 3.372 0.871  -0.920
5 C 0.949 3.471 0.232  0.167
6 O 0.569 4.554 -0.175  -0.644
7 O 0.224 2.379 0.158  -0.483
8 H 2.725 0.932 1.964  0.229
9 H 3.318 0.153 0.660  0.231
10 H 3.210 2.147 -0.665  0.144
11 H 4.220 2.379 0.752  0.461
12 H 2.844 4.297 0.625  0.371
13 H 2.210 3.350 1.961  0.269
14 S 1.670 -2.808 0.358  -0.144
15 C 0.544 -3.306 -0.879  0.186
16 N 0.449 -4.474 -0.151  -0.037
17 N 0.986 -5.557 -0.603  0.146
18 C 1.242 -6.647 0.265  0.573
19 C 2.099 -7.646 -0.176  -0.456
20 C 2.379 -8.718 0.656  -0.624
21 C 1.812 -8.786 1.922  -0.508
22 C 0.954 -7.781 2.349  -0.586
23 C 0.660 -6.705 1.525  -0.248
24 N -0.045 -2.884 -1.909  -1.033
25 N 0.309 -1.581 -2.324  1.833
26 C 1.666 -1.492 -2.832  -0.503
27 C 2.370 -0.302 -2.692  0.842
28 C 3.679 -0.203 -3.147  -1.382
29 C 4.292 -1.295 -3.746  -0.641
30 C 3.578 -2.475 -3.915  -0.952
31 C 2.269 -2.572 -3.467  -0.152
32 H 1.469 -5.544 -1.492  0.253
33 H 2.545 -7.583 -1.166  0.331
34 H 3.050 -9.497 0.317  0.370
35 H 2.043 -9.619 2.574  0.382
36 H 0.507 -7.834 3.334  0.379
37 H -0.013 -5.920 1.845  0.469
38 H 1.884 0.558 -2.239  0.081
39 H 4.226 0.726 -3.030  0.442
40 H 5.319 -1.223 -4.084  0.428
41 H 4.041 -3.322 -4.407  0.427
42 H 1.704 -3.484 -3.615  0.554
43 O -2.443 -1.132 6.204  -0.520
44 C -2.003 -0.788 4.987  0.835
45 C -1.362 0.418 4.710  -0.687
46 C -0.949 0.653 3.420  -0.789
47 N -1.133 -0.220 2.416  0.182
48 C -1.745 -1.362 2.704  -0.035
49 Br -1.916 -2.614 1.298  -0.052
50 C -2.205 -1.701 3.955  -0.520
51 H -2.233 -0.455 6.856  0.316
52 H -1.193 1.156 5.488  0.343
53 H -0.465 1.590 3.150  0.460
54 H -2.694 -2.646 4.152  0.527
55 C -3.964 2.799 -3.564  -1.590
56 C -2.464 2.905 -3.692  1.063
57 C -1.973 3.719 -4.714  -0.733
58 C -0.618 3.905 -4.927  -0.899
59 C 0.299 3.274 -4.101  -1.053
60 C -0.167 2.468 -3.077  0.804
61 C -1.533 2.262 -2.859  0.142
62 P -1.974 1.149 -1.465  0.697
63 C -3.042 2.193 -0.384  1.464
64 C -2.737 3.563 -0.444  -1.586
65 C -3.372 4.475 0.377  -0.840
66 C -4.337 4.041 1.276  -0.838
67 C -4.620 2.691 1.367  -0.773
68 C -3.967 1.745 0.576  1.304
69 C -4.289 0.298 0.848  -1.902
70 C -2.865 -0.222 -2.314  1.363
71 C -4.248 -0.378 -2.213  -0.182
72 C -4.895 -1.493 -2.721  -1.093
73 C -4.160 -2.482 -3.353  -0.921
74 C -2.792 -2.315 -3.509  -0.453
75 C -2.123 -1.203 -3.005  0.187
76 C -0.647 -1.093 -3.350  -1.571
77 H -4.396 2.410 -4.490  0.453
78 H -4.394 3.789 -3.389  0.440
79 H -4.279 2.161 -2.748  -0.095
80 H -2.688 4.222 -5.360  0.493
81 H -0.279 4.551 -5.728  0.393
82 H 1.364 3.414 -4.244  0.495
83 H 0.546 2.016 -2.397  -0.151
84 H -1.972 3.925 -1.118  0.243
85 H -3.103 5.524 0.314  0.505
86 H -4.856 4.749 1.912  0.413
87 H -5.353 2.343 2.090  0.503
88 H -5.334 0.076 0.617  0.479
89 H -4.146 0.077 1.908  0.614
90 H -3.672 -0.382 0.276  -0.202
91 H -4.837 0.388 -1.725  0.514
92 H -5.971 -1.586 -2.617  0.467
93 H -4.649 -3.367 -3.741  0.420
94 H -2.221 -3.066 -4.044  0.454
95 H -0.484 -1.636 -4.285  0.663
96 H -0.375 -0.058 -3.527  0.320

Forces on the atoms, in the same order (eV/Å):
0.1464 0.2071 -0.1354
0.0260 0.0376 -0.0586
-0.1046 -0.1019 -0.0017
-0.0419 -0.1174 0.0258
-0.1981 0.1017 -0.1309
-0.0286 -0.3133 0.0533
0.1560 0.0379 0.1427
0.0481 -0.0477 0.0069
0.0313 0.0221 0.0369
-0.0312 -0.0611 0.0082
0.0671 0.0240 -0.0183
0.0466 0.0634 0.0617
-0.0035 -0.0107 -0.0338
0.0983 -0.0153 -0.5554
0.7727 0.8969 0.5067
-0.7174 -0.7529 0.1610
-0.0008 0.1544 0.0452
-0.0568 -0.0529 0.0164
0.0338 0.0138 -0.1699
0.0108 0.0084 -0.0024
0.0186 -0.0048 -0.0101
-0.0009 0.0179 -0.0089
-0.0740 0.0743 0.0239
-0.1549 -0.5633 -0.2480
0.0238 0.3110 0.2042
0.0618 -0.1143 0.0917
-0.0903 0.0258 0.0514
-0.0008 -0.0040 -0.0047
0.0223 -0.0055 -0.0010
0.0270 0.0389 -0.0226
-0.0449 0.0256 0.0021
0.1719 0.0747 -0.1292
-0.0345 -0.0236 0.1292
-0.0284 0.0279 0.0077
-0.0304 0.0389 -0.0367
0.0124 0.0085 -0.0452
0.0750 -0.0402 -0.0015
0.1006 -0.0843 0.0155
-0.0716 -0.0504 -0.0004
-0.0988 -0.0088 0.0065
-0.0234 0.0416 0.0361
0.0468 -0.0038 0.0136
-0.0211 -0.1134 -0.1025
-0.0210 -0.0167 -0.0151
0.0278 0.1100 0.1473
-0.1083 0.0817 -0.2595
-0.0121 0.1404 0.1639
0.2230 0.0457 0.0343
-0.1491 0.0973 -0.0303
-0.1259 -0.1531 0.1396
0.0160 0.1175 0.0808
-0.0089 -0.0625 -0.1007
-0.0507 -0.1122 0.0290
0.0444 0.0970 -0.0518
0.0772 0.0582 -0.0071
0.0229 -0.0532 -0.0769
-0.0515 0.0006 -0.0266
-0.0094 0.0162 -0.0206
0.0136 -0.0641 0.0178
-0.0127 0.0585 0.1045
0.1040 0.0270 0.0721
-0.2558 0.0985 -0.4239
-0.0805 -0.0268 -0.0134
-0.0213 -0.0410 -0.0232
-0.0244 0.0316 0.0332
0.0214 0.0660 -0.0441
0.0262 -0.0098 0.0633
0.0843 -0.0282 -0.0895
-0.0086 0.0953 0.0672
-0.0935 -0.0270 0.1496
0.0249 0.0438 0.0187
-0.0345 -0.0315 0.0088
0.0017 0.0495 -0.0001
-0.0443 -0.0419 -0.0365
0.0642 -0.0294 0.0605
-0.1630 -0.0183 0.1271
0.0394 0.0095 0.0720
0.0434 -0.0567 -0.0183
0.0043 -0.0158 0.0480
0.0608 -0.0397 0.0583
-0.0314 -0.0525 0.0474
-0.0633 0.0114 0.0227
-0.0912 0.0745 -0.0221
-0.0222 -0.0443 0.0412
-0.0265 -0.0844 0.0057
0.0341 -0.0432 -0.0390
0.0533 0.0129 -0.0664
0.0372 -0.0186 -0.0298
0.0069 0.0211 0.0060
0.1239 -0.1807 -0.0627
0.0392 -0.0281 0.0234
0.0909 0.0121 -0.0168
0.0271 0.0417 -0.0054
-0.0131 0.0462 0.0491
0.0221 -0.0618 -0.0310
0.0483 0.1146 -0.1105

E_LUMO	-0.1204	hartree
orbital gap	6.80	eV
highest occupied orbital energy	-10.0804	eV
energy	-5685.5103	Eh
energy relative to the best compared isomer or geometry (same formula, charge and spin)	1.774	eV
total charge	+1

This record from the Open Molecules 2025 dataset describes a structure of composition C42H41HfNO3P2S at a distorted geometry. The level of theory is ωB97M-V with the def2-TZVPD basis set.

Each line ends with the Mulliken charge.
Atoms and positions in Å:
1 Hf 0.328 -0.027 4.306  0.926
2 C -2.297 -0.059 5.143  -0.117
3 C -1.857 -0.489 3.881  -0.388
4 C -2.406 0.218 2.611  0.177
5 C -1.621 1.441 2.140  -1.022
6 C -0.479 1.847 3.068  -0.477
7 C -0.739 2.291 4.358  -0.235
8 C -2.148 2.520 4.891  -1.120
9 C -2.933 1.279 5.381  -1.040
10 C 1.846 -0.983 3.123  -1.359
11 H -2.439 -0.801 5.935  0.550
12 H -1.743 -1.576 3.740  0.835
13 H -3.455 0.484 2.777  0.458
14 H -2.455 -0.522 1.805  -0.460
15 H -1.215 1.257 1.135  0.490
16 H -2.332 2.267 1.964  0.441
17 H 0.350 2.338 2.540  0.681
18 H -0.006 2.936 4.848  1.071
19 H -2.765 3.100 4.189  0.453
20 H -2.027 3.205 5.743  0.448
21 H -3.062 1.414 6.468  0.445
22 H -3.972 1.305 5.001  0.422
23 H 2.471 -1.651 3.753  0.393
24 H 2.546 -0.287 2.622  0.429
25 H 1.437 -1.632 2.317  0.385
26 P -0.133 -2.173 -4.375  0.100
27 P 1.742 0.322 -4.737  0.029
28 C -0.785 -0.653 -5.109  -0.688
29 C 0.013 0.438 -5.264  -0.523
30 C -0.841 -3.356 -5.620  0.452
31 C -1.966 -3.080 -6.413  0.072
32 C -2.497 -4.046 -7.278  -0.618
33 C -1.883 -5.293 -7.412  -0.520
34 C -0.697 -5.539 -6.704  -0.494
35 C -0.170 -4.581 -5.830  -0.454
36 C -1.173 -2.322 -2.862  0.550
37 C -0.843 -1.467 -1.794  -0.692
38 C -1.530 -1.560 -0.585  0.171
39 C -2.569 -2.498 -0.454  -0.427
40 C -2.908 -3.338 -1.525  -0.798
41 C -2.194 -3.268 -2.723  -0.395
42 C 2.425 0.986 -6.351  0.419
43 C 2.317 0.201 -7.516  -0.332
44 C 2.803 0.683 -8.737  -0.614
45 C 3.373 1.961 -8.834  -0.489
46 C 3.436 2.751 -7.685  -0.597
47 C 2.974 2.268 -6.454  -0.309
48 C 1.879 1.791 -3.685  0.476
49 C 3.064 1.881 -2.928  -0.385
50 C 3.282 2.974 -2.103  -0.657
51 C 2.305 3.982 -2.011  -0.516
52 C 1.134 3.902 -2.783  -0.793
53 C 0.914 2.795 -3.606  0.020
54 H -1.856 -0.602 -5.366  0.533
55 H -0.346 1.380 -5.702  0.756
56 H -2.465 -2.115 -6.374  0.140
57 H -3.404 -3.822 -7.842  0.391
58 H -2.323 -6.064 -8.055  0.375
59 H -0.192 -6.495 -6.832  0.379
60 H 0.757 -4.781 -5.292  0.376
61 H -0.037 -0.740 -1.908  0.369
62 H -1.255 -0.915 0.253  -0.101
63 H -3.110 -2.578 0.492  0.287
64 H -3.726 -4.054 -1.425  0.374
65 H -2.427 -3.945 -3.545  0.374
66 H 1.836 -0.779 -7.471  0.397
67 H 2.742 0.066 -9.630  0.371
68 H 3.761 2.334 -9.788  0.368
69 H 3.847 3.755 -7.742  0.373
70 H 3.024 2.911 -5.578  0.240
71 H 3.802 1.080 -2.996  0.388
72 H 4.209 3.044 -1.523  0.420
73 H 2.461 4.827 -1.337  0.420
74 H 0.389 4.701 -2.733  0.423
75 H -0.011 2.730 -4.175  0.313
76 O 0.306 -1.392 6.055  -0.890
77 C 0.597 -0.432 6.910  1.396
78 N 0.839 0.759 6.285  -0.469
79 S 1.106 2.088 7.318  1.029
80 O 2.433 2.590 7.126  -0.574
81 O -0.017 2.991 7.240  -0.567
82 C 0.974 1.001 8.710  0.409
83 C 1.159 1.421 10.021  -0.633
84 C 1.037 0.474 11.055  -0.485
85 C 0.722 -0.866 10.738  -0.577
86 C 0.523 -1.259 9.407  -0.530
87 C 0.682 -0.313 8.351  -0.266
88 H 1.406 2.471 10.196  0.483
89 H 1.194 0.773 12.092  0.438
90 H 0.628 -1.604 11.563  0.389
91 H 0.238 -2.277 9.138  0.507

Forces on the atoms, in the same order (eV/Å):
2.4706 -1.9564 2.2558
-1.4649 -0.7514 -1.9273
-2.7609 0.1657 0.7475
-0.1017 -0.3809 0.1238
0.4724 -0.1564 -0.7262
-1.7254 2.6891 0.4286
-0.9618 2.1751 -2.4746
0.3181 0.0161 0.6310
0.2768 0.1254 1.2422
0.1785 -0.2757 -0.4761
0.7405 0.2014 0.0169
0.3190 0.0255 0.4339
0.2051 -0.0236 0.3034
0.2003 0.0178 0.2521
0.0572 -0.0782 0.3211
0.4679 0.0822 0.4602
0.6303 -0.7187 0.4848
0.2426 -0.6130 0.0470
0.5057 -0.3743 -0.4127
-0.0135 -0.4187 -0.1527
0.0309 -0.2846 -0.3619
0.3958 -0.3728 -0.2068
-0.2704 0.2864 -0.1049
-0.2030 -0.0757 0.1427
0.0521 0.2697 0.2955
0.2020 -0.7284 -0.6949
0.5935 0.1258 -1.1196
0.1278 1.8098 0.1376
-1.1193 -1.1957 0.3431
0.0122 -0.3208 -0.0989
-0.1725 -0.4364 -0.0403
0.1585 -0.0276 0.0697
0.2367 0.2162 0.3392
-0.1766 0.0442 -0.0714
-0.5136 0.1843 0.0484
-0.2255 0.0734 -0.2041
-0.1498 -0.1912 0.0531
-0.3357 -0.5269 -0.4015
0.1335 0.0843 -0.1026
0.1644 0.1540 0.2663
0.0187 0.2720 0.4183
-0.0793 0.1819 -0.0762
0.2104 0.3200 0.0694
0.0308 0.1755 0.1184
-0.1606 -0.2311 0.4205
-0.0051 -0.1741 -0.0232
0.0406 -0.0774 -0.3518
0.2849 0.1589 0.2873
-0.4647 0.1341 -0.1496
-0.2084 0.3481 0.2430
-0.0343 -0.2047 -0.2308
0.2828 -0.0378 0.4157
0.2513 0.2605 0.3185
0.5803 0.1092 0.0226
-0.0302 -0.5245 0.0174
0.0501 -0.2853 0.1017
0.2808 -0.0252 0.1303
0.2691 0.3586 0.2346
-0.0535 0.2531 0.0541
-0.2482 -0.0013 -0.0940
-0.1656 -0.1877 -0.0429
-0.0046 -0.1188 -0.2444
0.0517 -0.0302 -0.2806
0.2752 0.2095 0.0370
0.0161 0.2167 0.1724
0.2195 0.2107 -0.0187
-0.0568 0.0444 0.1964
-0.2131 -0.1825 0.4036
-0.0360 -0.1388 0.0274
0.0699 -0.1048 -0.1947
-0.1501 0.2016 -0.0134
-0.3887 0.0256 -0.2130
-0.0199 -0.1926 -0.3038
0.2559 -0.2657 0.0092
0.2654 0.0538 0.0984
0.2172 1.5762 1.0079
-0.1355 0.4394 -1.6720
-0.2760 -0.3174 -1.2115
0.3478 0.0048 0.4669
-0.8145 -0.4119 -0.0541
0.5100 -0.7709 -0.1608
0.2632 0.6268 0.8552
-0.0463 -0.0936 -0.1892
-0.0305 -0.2846 -0.7249
-0.0708 0.0361 0.1534
0.0528 0.2474 -0.7383
-0.2301 -0.9511 1.5286
-0.0923 -0.3786 0.2048
-0.0609 -0.1001 -0.3290
0.0348 0.5962 -0.8353
0.1989 0.1904 0.2718

E_LUMO	-0.3303	hartree
orbital gap	1.67	eV
highest occupied orbital energy	-10.6557	eV
energy	-3033.7342	Eh
energy relative to the best compared isomer or geometry (same formula, charge and spin)	2.198	eV
total charge	+2